[1]
Below is a 4-piece molecular cluster, C8H15NO overall, with properties calculated with ωB97M-V/def2-TZVPD.

Summary:
* net charge: 0
* E_LUMO: 0.45 eV
* relative energy (zero: lowest compared OMol25 entry of this formula, charge and spin): 304.2 kcal per mole
* HOMO-LUMO gap: 8.3 eV

The geometry in XYZ format:
```
25
Properties=species:S:1:pos:R:3:mulliken_charge:R:1
C 1.795 -0.924 -1.014 -0.79
C 0.252 1.139 -0.650 0.08
C 1.344 1.300 0.525 -0.71
C 1.553 -0.147 1.254 -0.82
C 0.187 -0.673 0.608 -0.29
C -1.144 -1.410 0.238 -0.74
C -1.894 -0.237 -0.323 0.09
C -1.328 1.258 -0.401 -1.26
H 2.357 -1.943 0.130 0.27
H 1.726 -1.689 -2.382 0.21
H 2.892 0.034 -1.218 0.17
H 0.489 1.781 -1.427 0.55
H 2.250 1.938 0.407 0.28
H 0.864 1.576 1.468 0.40
H 2.456 -0.655 0.992 0.17
H 1.625 -0.088 2.488 0.27
H -0.407 0.075 1.264 0.24
H -1.559 -1.643 1.192 0.41
H -1.212 -2.105 -0.582 0.25
H -2.206 -0.429 -1.314 0.58
H -3.954 -0.546 0.151 0.29
H -1.683 1.936 0.263 0.46
H -1.713 1.645 -1.352 0.38
N 0.586 -0.239 -0.704 0.09
O -3.276 0.044 0.386 -0.60
```

---

[2]
Below is C33H52AuGeN4SSi2 as an isolated structure, with properties calculated with ωB97M-V/def2-TZVPD.

Summary:
* net charge: -1
* E_LUMO (spin up / spin down): 1.82 / 1.23 eV
* relative energy (zero: lowest compared OMol25 entry of this formula, charge and spin): 124.1 kcal per mole
* HOMO-LUMO gap (spin up / spin down): 4.8 / 2.9 eV

The geometry in XYZ format:
```
94
Properties=species:S:1:pos:R:3:mulliken_charge:R:1
Au -0.244 0.967 -0.657 1.77
C 4.407 2.565 4.169 -1.18
Si 3.357 1.025 3.730 0.29
C 1.830 1.063 4.861 -1.04
C 4.380 -0.532 4.167 -1.19
C 3.179 1.068 1.845 -0.08
C 4.300 1.110 1.041 -0.18
C 4.188 1.128 -0.352 -1.24
C 2.926 1.125 -0.899 -0.81
N 1.831 1.112 -0.153 0.50
C 1.927 1.049 1.191 0.75
S 0.462 0.920 2.016 -0.61
H 4.598 2.610 5.235 0.33
H 3.894 3.478 3.886 0.32
H 5.366 2.556 3.662 0.34
H 2.125 1.113 5.906 0.37
H 1.214 0.183 4.720 0.31
H 1.203 1.920 4.640 0.29
H 4.548 -0.588 5.238 0.32
H 5.350 -0.524 3.680 0.34
H 3.867 -1.439 3.864 0.33
H 5.282 1.119 1.495 0.30
H 5.064 1.140 -0.983 0.40
H 2.770 1.127 -1.970 0.51
C 1.360 4.098 -0.414 -1.36
Si -0.418 3.408 -0.716 -0.80
C -1.476 4.380 0.643 2.59
C -1.154 5.879 0.678 -1.95
C -2.976 4.215 0.409 -1.88
C -1.153 3.817 2.026 -2.08
C -0.803 3.905 -2.584 2.55
C 0.268 3.264 -3.467 -1.77
C -2.155 3.385 -3.064 -1.75
C -0.766 5.417 -2.808 -2.07
H 1.448 5.169 -0.581 0.50
H 2.080 3.606 -1.059 0.32
H 1.664 3.897 0.609 0.21
H -1.377 6.361 -0.269 0.27
H -0.108 6.046 0.920 0.34
H -1.752 6.370 1.449 0.54
H -3.271 4.637 -0.550 0.33
H -3.546 4.723 1.187 0.52
H -3.251 3.164 0.423 0.36
H -0.094 3.913 2.252 0.35
H -1.405 2.763 2.091 0.25
H -1.711 4.349 2.799 0.61
H 0.280 2.186 -3.324 0.19
H 1.255 3.653 -3.232 0.33
H 0.066 3.467 -4.520 0.54
H -2.193 2.300 -2.994 0.29
H -2.324 3.668 -4.106 0.52
H -2.969 3.794 -2.472 0.26
H 0.147 5.855 -2.413 0.34
H -1.618 5.898 -2.333 0.35
H -0.813 5.642 -3.876 0.51
C -2.806 -1.811 1.041 -1.11
Ge -3.184 -0.922 -0.709 0.38
C -3.026 -2.322 -2.120 -1.22
C -5.121 -0.410 -0.693 -1.42
C -2.179 0.699 -1.032 -0.61
H -3.091 -2.858 0.995 0.36
H -3.357 -1.332 1.845 0.41
H -1.751 -1.757 1.277 0.17
H -3.466 -3.248 -1.761 0.33
H -1.990 -2.526 -2.368 0.25
H -3.543 -2.028 -3.026 0.45
H -5.759 -1.279 -0.540 0.41
H -5.399 0.051 -1.635 0.36
H -5.320 0.301 0.103 0.35
H -2.823 1.570 -0.988 0.18
N 0.164 -6.201 0.101 0.07
C 0.024 -7.508 -0.259 0.66
C -0.168 -8.659 0.476 -0.94
C -0.314 -9.846 -0.233 -0.45
C -0.225 -9.867 -1.622 -0.40
C -0.009 -8.717 -2.362 -0.77
C 0.095 -7.505 -1.679 0.49
N 0.249 -6.238 -2.141 -0.74
C 0.276 -5.451 -1.067 0.07
C 0.372 -4.041 -1.040 1.00
C 0.460 -3.311 0.175 -0.69
C 0.513 -1.951 0.164 -0.73
N 0.467 -1.195 -0.953 -0.22
C 0.419 -1.881 -2.121 -0.71
C 0.379 -3.242 -2.214 -0.69
H 0.132 -5.835 1.033 0.14
H -0.215 -8.637 1.555 0.38
H -0.490 -10.768 0.306 0.37
H -0.328 -10.814 -2.135 0.36
H 0.069 -8.752 -3.438 0.43
H 0.508 -3.817 1.129 0.19
H 0.604 -1.406 1.093 0.55
H 0.428 -1.268 -3.014 0.34
H 0.341 -3.733 -3.176 0.47
```

---

[3]
Below is a 2-piece molecular cluster, C2HO2S2 overall, with properties calculated with ωB97M-V/def2-TZVPD.

Summary:
* net charge: -1
* E_LUMO: 3.55 eV
* relative energy (zero: lowest compared OMol25 entry of this formula, charge and spin): 28.7 kcal per mole
* HOMO-LUMO gap: 5.9 eV

The geometry in XYZ format:
```
7
Properties=species:S:1:pos:R:3:mulliken_charge:R:1
C -0.393 -1.864 -0.253 0.52
C 0.651 0.615 -0.291 -0.31
O -1.313 -1.335 -0.577 -0.24
O 0.478 -2.535 0.051 -0.34
S 0.411 1.482 -1.672 -0.46
S 0.318 1.123 1.291 -0.18
H -0.151 2.514 1.451 0.02
```

---

[4]
Below is one molecule with the formula C16H15N3O2S, with properties calculated with ωB97M-V/def2-TZVPD.

Summary:
* net charge: 0
* SMILES: Cc1ccccc1NC(=O)CSc1[nH]c(=O)cc(C)c1C#N
* E_LUMO: 0.05 eV
* relative energy (zero: lowest compared OMol25 entry of this formula, charge and spin): 12.2 kcal per mole
* HOMO-LUMO gap: 8.8 eV

The geometry in XYZ format:
```
37
Properties=species:S:1:pos:R:3:mulliken_charge:R:1
C 2.543 1.972 0.607 -1.52
C 3.617 0.962 0.315 1.00
C 4.951 1.340 0.323 -0.64
C 5.960 0.433 0.051 -0.67
C 5.640 -0.882 -0.235 -0.60
C 4.318 -1.288 -0.247 -0.66
C 3.307 -0.374 0.026 0.47
N 1.952 -0.748 0.028 -0.04
C 1.391 -1.901 -0.389 0.50
O 1.962 -2.886 -0.791 -0.63
C -0.144 -1.904 -0.271 -0.73
S -0.846 -0.302 -0.811 -0.17
C -2.537 -0.417 -0.343 0.30
N -3.096 -1.598 -0.035 -0.04
C -4.451 -1.785 0.315 -0.07
O -4.824 -2.907 0.582 -0.66
C -5.225 -0.577 0.304 -0.59
C -4.695 0.635 -0.003 1.32
C -5.510 1.886 -0.014 -1.62
C -3.304 0.730 -0.327 0.79
C -2.714 1.976 -0.612 -0.49
N -2.234 2.997 -0.823 -0.51
H 1.988 1.708 1.509 0.36
H 1.840 2.056 -0.222 0.36
H 2.988 2.950 0.767 0.37
H 5.202 2.368 0.543 0.33
H 6.991 0.754 0.063 0.38
H 6.418 -1.599 -0.449 0.39
H 4.063 -2.309 -0.472 0.50
H 1.324 -0.006 0.308 0.02
H -0.418 -2.071 0.773 0.42
H -0.518 -2.711 -0.901 0.51
H -2.551 -2.453 -0.062 0.15
H -6.269 -0.681 0.553 0.39
H -5.096 2.611 0.687 0.36
H -5.484 2.342 -1.003 0.37
H -6.541 1.678 0.255 0.35
```

---

[5]
Below is a 5-piece molecular cluster, C20H50N5O6 overall, with properties calculated with ωB97M-V/def2-TZVPD.

Summary:
* net charge: +3
* E_LUMO: -5.78 eV
* HOMO-LUMO gap: 8.3 eV

The geometry in XYZ format:
```
81
Properties=species:S:1:pos:R:3:mulliken_charge:R:1
C -4.394 0.319 -8.404 -1.08
C -4.999 0.134 -7.042 0.71
O -4.833 0.547 -5.942 -0.39
N -6.032 -1.081 -7.315 -0.31
H -6.824 -0.632 -7.766 0.40
H -5.600 -1.619 -8.086 0.31
C -6.511 -1.945 -6.118 -0.71
H -3.446 0.814 -8.437 0.35
H -5.189 0.869 -8.959 0.37
H -4.232 -0.616 -8.909 0.36
H -5.577 -2.313 -5.652 0.28
H -7.110 -2.761 -6.520 0.36
H -6.993 -1.365 -5.358 0.34
C 1.763 -4.916 -4.801 -0.95
C 1.648 -3.701 -5.581 0.64
O 1.688 -2.559 -5.053 -0.64
N 1.204 -3.854 -6.940 -0.25
H 1.571 -4.543 -7.567 0.28
H -2.589 -2.718 -6.503 0.36
C 0.796 -2.568 -7.763 -0.57
H 1.167 -4.570 -3.906 0.26
H 2.707 -4.901 -4.284 0.32
H 1.516 -5.883 -5.202 0.31
H 1.090 -1.682 -7.192 0.31
H -0.332 -2.465 -7.838 0.00
H 1.305 -2.671 -8.765 0.32
C 0.522 1.695 3.173 -1.18
C -0.779 1.284 3.820 -0.59
C -1.444 2.447 4.562 -0.39
C -1.738 3.603 3.557 -1.11
N -2.712 4.624 3.986 0.33
C -4.169 4.124 3.862 -0.51
C -4.536 4.461 2.377 -0.65
C -3.967 5.862 2.283 -0.48
C -2.599 5.820 2.971 -0.46
C -2.378 5.076 5.360 -1.29
H 1.155 2.256 3.878 0.29
H 0.288 2.383 2.385 0.32
H 1.047 0.838 2.757 0.37
H -0.629 0.417 4.451 0.39
H -1.399 0.971 2.984 0.31
H -0.928 2.927 5.446 0.41
H -2.407 2.044 4.979 0.33
H -2.183 3.230 2.601 0.35
H -0.827 4.111 3.280 0.48
H -4.760 4.811 4.533 0.43
H -4.234 3.089 4.119 0.29
H -5.594 4.452 2.268 0.41
H -4.093 3.786 1.681 0.34
H -4.645 6.625 2.796 0.29
H -3.868 6.151 1.250 0.35
H -2.343 6.748 3.527 0.35
H -1.804 5.533 2.345 0.26
H -2.828 6.024 5.439 0.55
H -1.351 5.271 5.401 0.45
H -2.821 4.341 6.019 0.39
C 7.294 -0.651 5.002 -0.85
N 6.511 -1.661 4.317 -0.09
C 5.134 -1.850 4.930 -0.95
C 6.413 -1.260 2.882 -0.79
C 7.263 -2.904 4.343 -0.69
C 7.677 -3.417 5.689 -0.55
O 6.495 -4.083 6.253 -0.52
H 7.218 -0.748 6.054 0.38
H 7.100 0.360 4.651 0.35
H 8.355 -0.874 4.699 0.38
H 4.706 -0.876 4.803 0.54
H 5.104 -2.098 5.967 0.35
H 4.585 -2.682 4.428 0.33
H 7.404 -0.895 2.641 0.45
H 5.696 -0.360 2.842 0.32
H 6.092 -2.080 2.239 0.34
H 8.093 -2.755 3.671 0.57
H 6.746 -3.753 3.941 0.38
H 8.137 -2.751 6.394 0.35
H 8.408 -4.201 5.518 0.40
H 6.611 -4.399 7.141 0.31
N -3.720 -3.630 -7.693 1.04
O -3.007 -4.619 -7.484 -0.52
O -4.630 -3.586 -8.491 -0.55
O -3.455 -2.547 -6.926 -0.33
```

---

[6]
Below is C27H20CuF3N7O8S2 as an isolated structure, with properties calculated with ωB97M-V/def2-TZVPD.

Summary:
* net charge: -2
* multiplicity: 2
* E_LUMO (spin up / spin down): 3.75 / 3.78 eV
* <S²>: 0.753
* relative energy (zero: lowest compared OMol25 entry of this formula, charge and spin): 0.0 kcal per mole
* HOMO-LUMO gap (spin up / spin down): 7.1 / 7.1 eV

The geometry in XYZ format:
```
68
Properties=species:S:1:pos:R:3:mulliken_spin:R:1
Cu 1.156 0.628 1.265 0.71
C -3.535 -2.045 2.767 0.00
C -2.591 -2.953 3.263 0.00
C -1.212 -2.699 3.166 0.01
C -0.763 -1.558 2.514 0.00
C -1.689 -0.671 2.042 0.00
C -3.053 -0.907 2.150 0.00
N 0.611 -1.174 2.238 0.07
N 1.499 -1.917 2.564 -0.02
C 2.815 -1.481 2.228 -0.01
C 3.931 -2.214 2.648 0.01
C 5.225 -1.725 2.334 -0.01
C 5.342 -0.560 1.611 0.01
C 4.222 0.133 1.203 -0.07
C 2.913 -0.276 1.510 0.23
H -4.609 -2.248 2.873 0.00
H -2.950 -3.835 3.779 0.00
H -0.550 -3.434 3.603 0.00
H -1.367 0.222 1.553 0.00
H -3.717 -0.160 1.739 0.00
H 3.781 -3.109 3.240 0.00
H 6.095 -2.285 2.648 0.00
H 6.312 -0.199 1.344 0.00
H 4.366 1.041 0.640 0.01
F 2.027 1.421 -3.295 0.00
C 2.682 1.675 -2.145 0.00
F 2.887 0.464 -1.582 0.00
F 3.904 2.140 -2.476 0.00
S 1.801 2.877 -1.012 0.01
O 0.465 2.763 -1.486 0.00
O 2.442 4.136 -1.257 0.01
O 2.066 2.255 0.310 0.02
C -2.545 4.329 3.162 0.00
N -1.463 3.402 3.463 0.00
C -0.933 3.333 4.708 0.00
C 0.097 2.517 4.998 0.00
C 0.681 1.710 3.923 0.01
O 1.657 1.001 4.142 0.00
N 0.117 1.814 2.680 0.01
C -0.926 2.603 2.424 0.00
O -1.494 2.661 1.339 0.00
H -2.822 4.821 4.089 0.00
H -3.408 3.797 2.774 0.00
H -2.247 5.087 2.443 0.00
H -1.362 4.003 5.449 0.00
H 0.516 2.464 6.006 0.00
O -3.366 -0.146 -8.876 0.00
S -3.936 0.413 -7.663 0.00
O -3.040 1.195 -6.853 0.00
O -3.907 -1.467 -6.473 0.00
C -2.763 -1.863 -6.055 0.00
N -2.050 -2.736 -6.817 0.00
C -0.874 -3.118 -6.352 0.00
C -0.310 -2.655 -5.169 0.00
C -1.107 -1.786 -4.444 0.00
N -2.296 -1.384 -4.855 0.00
C -0.680 -1.260 -3.111 0.00
C -1.348 -0.197 -2.523 0.00
C -0.956 0.294 -1.291 0.00
N 0.025 -0.263 -0.575 0.00
C 0.671 -1.295 -1.130 0.00
C 0.386 -1.806 -2.398 0.00
H -0.321 -3.820 -6.982 0.00
H 0.663 -2.991 -4.873 0.00
H -2.174 0.260 -3.039 0.00
H -1.421 1.147 -0.814 0.00
H 1.439 -1.737 -0.509 0.00
H 0.987 -2.632 -2.778 0.00
```

---

[7]
Below is C55H53As2Cl3N2O3PSSeW as an isolated structure, with properties calculated with ωB97M-V/def2-TZVPD.

Summary:
* net charge: +1
* E_LUMO: -3.68 eV
* relative energy (zero: lowest compared OMol25 entry of this formula, charge and spin): 138.9 kcal per mole
* HOMO-LUMO gap: 6.0 eV

The geometry in XYZ format:
```
122
Properties=species:S:1:pos:R:3:mulliken_charge:R:1
W 0.777 0.837 -1.035 -0.12
Cl -2.628 7.429 -0.914 -0.20
C -1.698 5.994 -1.179 0.17
C -1.614 5.045 -0.178 -0.94
C -0.832 3.933 -0.416 1.02
Cl -0.739 2.653 0.739 -0.02
C -0.104 3.729 -1.587 -1.37
O 0.676 2.671 -1.724 1.63
C -0.291 4.671 -2.602 0.43
Cl 0.387 4.393 -4.157 -0.15
C -1.065 5.798 -2.395 -0.55
H -2.142 5.172 0.757 0.52
H -1.190 6.515 -3.196 0.50
O 3.395 -1.400 -0.612 -0.41
H 4.334 -1.221 -0.474 0.21
H 3.223 -2.287 -0.277 0.24
Se 0.865 -1.514 -1.950 -0.23
C 7.229 1.131 -0.299 -0.83
C 6.342 2.189 -0.140 -0.59
C 5.116 2.176 -0.794 -0.15
C 4.760 1.101 -1.604 0.83
C 5.667 0.063 -1.791 -0.58
C 6.898 0.080 -1.142 -0.48
As 2.987 1.071 -2.436 1.22
C 3.415 0.042 -4.020 -0.49
C 3.460 -1.335 -4.165 0.02
C 3.708 -1.884 -5.417 -1.23
C 3.915 -1.052 -6.511 -0.97
C 3.881 0.328 -6.360 -0.70
C 3.629 0.884 -5.112 0.48
C 3.587 2.334 -4.813 0.34
C 3.849 3.362 -5.711 -0.60
C 3.849 4.681 -5.276 -0.92
C 3.574 4.985 -3.949 -0.91
C 3.265 3.966 -3.060 -0.03
C 3.283 2.656 -3.498 -0.18
H 8.178 1.135 0.223 0.41
H 6.605 3.029 0.493 0.44
H 4.436 3.006 -0.667 0.13
H 5.418 -0.760 -2.449 0.44
H 7.600 -0.730 -1.304 0.45
H 3.306 -1.980 -3.315 0.69
H 3.729 -2.959 -5.544 0.47
H 4.100 -1.479 -7.489 0.40
H 4.043 0.965 -7.222 0.43
H 4.066 3.140 -6.750 0.44
H 4.060 5.478 -5.979 0.42
H 3.589 6.013 -3.609 0.45
H 2.987 4.205 -2.040 0.16
C -4.522 -1.608 -1.448 -1.08
N -3.160 -1.152 -1.744 -0.11
C -2.341 0.805 -1.301 0.45
N -3.354 1.671 -1.176 0.02
S -1.309 1.022 -2.673 -0.65
H -4.700 -2.636 -1.769 0.32
H -5.210 -0.955 -1.984 0.36
H -4.750 -1.542 -0.387 0.37
H -3.030 -1.158 -2.745 0.48
H -4.012 1.584 -0.416 0.20
H -3.628 2.253 -1.955 0.33
C -2.577 -0.130 1.306 -1.73
C -2.742 -0.994 2.560 -0.79
As -4.668 -1.125 3.039 0.02
C -4.481 -0.429 4.859 0.27
C -4.554 -1.201 6.014 -0.05
C -4.380 -0.610 7.263 -0.66
C -4.137 0.752 7.367 -0.45
C -4.072 1.532 6.218 -0.70
C -4.248 0.944 4.974 -0.42
C -4.757 -3.033 3.418 0.43
C -3.681 -3.763 3.929 0.11
C -3.828 -5.110 4.237 -1.01
C -5.055 -5.738 4.048 -0.46
C -6.130 -5.020 3.542 -0.65
C -5.978 -3.673 3.225 -0.62
P -1.227 -0.437 0.029 -0.29
C -1.991 -1.799 -1.096 2.16
C -2.470 -2.963 -0.260 -2.20
C -2.283 -4.229 -0.614 -0.39
C -1.485 -4.590 -1.792 -1.06
C -0.864 -3.651 -2.504 -1.01
C -0.981 -2.193 -2.204 -0.29
C -0.154 -1.527 1.199 3.05
C 0.334 -2.823 1.036 -1.58
C 1.136 -3.419 2.006 -0.94
C 1.450 -2.745 3.178 -0.91
C 0.980 -1.453 3.363 -0.96
C 0.218 -0.854 2.369 -1.16
H -2.534 0.920 1.588 0.26
H -3.463 -0.234 0.679 0.66
H -2.213 -0.577 3.409 1.08
H -2.361 -2.000 2.410 0.12
H -4.734 -2.267 5.946 0.37
H -4.435 -1.218 8.157 0.40
H -4.007 1.207 8.341 0.37
H -3.891 2.597 6.296 0.40
H -4.196 1.555 4.078 0.38
H -2.726 -3.280 4.102 0.55
H -2.986 -5.668 4.631 0.44
H -5.176 -6.784 4.308 0.40
H -7.087 -5.505 3.393 0.40
H -6.820 -3.117 2.829 0.38
H -3.053 -2.736 0.624 0.66
H -2.701 -5.024 -0.004 0.54
H -1.398 -5.635 -2.063 0.42
H -0.238 -3.907 -3.353 0.56
H -1.248 -1.678 -3.121 0.82
H 0.094 -3.391 0.150 0.13
H 1.499 -4.428 1.849 0.51
H 2.057 -3.221 3.940 0.43
H 1.213 -0.917 4.277 0.57
H -0.117 0.172 2.514 0.26
C 2.637 3.258 1.550 -1.17
O 2.242 2.485 0.406 0.39
C 2.035 1.142 0.510 1.86
C 2.871 0.507 1.535 -1.92
H 2.665 4.291 1.214 0.23
H 3.628 2.973 1.904 0.40
H 1.916 3.164 2.360 0.33
H 3.920 0.707 1.298 0.47
H 2.708 -0.564 1.558 -0.15
H 2.658 0.912 2.526 0.76
```

---

[8]
Below is C3H4GaLiO3 as an isolated structure, with properties calculated with ωB97M-V/def2-TZVPD.

Summary:
* net charge: +2
* E_LUMO (spin up / spin down): -11.92 / -11.10 eV
* relative energy (zero: lowest compared OMol25 entry of this formula, charge and spin): 49.5 kcal per mole
* HOMO-LUMO gap (spin up / spin down): 7.1 / 7.8 eV

The geometry in XYZ format:
```
12
Properties=species:S:1:pos:R:3:mulliken_charge:R:1
H -2.665 -1.305 0.827 0.43
O -2.464 0.325 -0.432 -0.62
O 0.354 1.866 0.087 -0.34
C -2.250 -0.883 -0.112 -0.15
C 0.928 0.980 0.643 0.51
H -2.046 -1.599 -0.939 0.41
Li -1.415 1.783 -0.782 0.96
Ga 2.573 -0.401 0.229 0.61
O 1.378 -1.258 -0.540 -0.13
C 0.202 -0.848 0.103 -0.80
H -0.303 -1.806 -0.168 0.52
H -0.211 -0.830 1.133 0.59
```

---

Calculated electronic energy (Eh), listed in the same order as above: -443.35633 -4697.50119 -1023.67949 -1331.67883 -1516.18488 -4762.70669 -11522.71977 -2273.86909